22
Properties=species:S:1:pos:R:3:nbo_charge:R:1 method="wB97M-V/def2-TZVPD" e_lumo_ev=0.8 homo_ev=-8.5647 fmax_ha_per_bohr=0.1586 smiles="N[C@@H]1Cc2ccccc2NC1=O"
O -3.001 0.876 -0.840 -0.60
N -0.986 0.126 -1.281 -0.57
N -1.615 2.512 1.315 -0.89
C -1.263 1.146 0.872 -0.15
C 0.044 -0.548 -0.842 0.13
C 0.223 1.164 1.096 -0.44
C 2.453 -2.027 -0.116 -0.24
C 1.856 -0.984 0.724 -0.19
C 0.649 -1.630 -1.628 -0.21
C 0.775 -0.113 0.255 -0.04
C 1.723 -2.353 -1.334 -0.22
C -1.827 0.636 -0.486 0.68
H 0.785 1.557 1.987 0.26
H 2.116 -0.645 1.762 0.22
H 0.246 2.118 0.346 0.24
H -1.306 -0.481 -2.035 0.41
H -1.741 0.491 1.541 0.21
H -0.304 -2.032 -2.320 0.18
H -1.805 2.840 2.244 0.39
H -2.293 3.092 0.733 0.39
H 3.085 -2.833 0.178 0.22
H 2.184 -2.912 -2.171 0.23

=====

22
Properties=species:S:1:pos:R:3:nbo_charge:R:1 method="wB97M-V/def2-TZVPD" e_lumo_ev=0.9 homo_ev=-8.4204 fmax_ha_per_bohr=0.0984
O 2.535 1.632 -0.314 -0.62
N 2.576 -0.622 0.020 -0.49
N 3.980 -0.799 -0.079 -0.65
C -1.032 1.385 0.234 -0.23
C -0.655 -0.148 -1.291 -0.24
C -2.485 -0.211 -0.115 -0.20
C -1.795 0.850 -0.999 -0.21
C 0.091 0.381 -0.055 -0.04
C -0.579 -0.681 0.831 -0.25
C 2.017 0.567 -0.140 0.72
C -1.720 0.318 1.116 -0.21
C -1.343 -1.208 -0.404 -0.22
H -0.095 -1.296 1.581 0.21
H -0.908 2.428 0.492 0.22
H 4.400 -0.683 0.845 0.35
H -0.220 -0.330 -2.267 0.22
H 4.340 -0.043 -0.664 0.37
H -2.156 0.500 2.091 0.22
H 2.037 -1.472 0.073 0.40
H -1.470 -2.253 -0.664 0.21
H -3.541 -0.455 -0.139 0.21
H -2.290 1.463 -1.743 0.22

=====

26
Properties=species:S:1:pos:R:3:nbo_charge:R:1 method="wB97M-V/def2-TZVPD" e_lumo_ev="-16.4 / -15.8" charge=+3 homo_ev="-21.1272 / -20.9771" fmax_ha_per_bohr=0.2012 multiplicity=3
V 0.475 -1.960 0.302 0.62
O -1.241 -1.649 2.875 -0.18
O 3.497 -1.501 0.793 -0.17
O 0.952 -5.048 0.435 -0.16
O -1.180 -1.815 -2.331 -0.20
N -0.115 0.158 0.241 -0.31
N -1.364 0.478 -0.189 -0.38
C -0.520 -1.875 -1.365 0.54
C 2.348 -1.652 0.629 0.54
C -0.336 2.387 0.106 -0.22
C 0.527 1.336 0.449 0.23
C 0.772 -3.899 0.412 0.55
C -1.543 1.806 -0.288 0.40
C 1.922 1.455 0.908 -0.69
C -2.778 2.390 -0.814 -0.69
C -0.593 -1.740 1.906 0.57
H -0.075 3.426 0.128 0.30
H -2.547 3.138 -1.582 0.32
H 1.749 -1.785 -2.127 0.03
H -2.120 -0.201 -0.349 0.44
H -3.422 1.592 -1.215 0.26
H 1.964 -2.503 -1.998 0.07
H 2.231 2.508 0.965 0.31
H -3.288 2.961 -0.027 0.32
H 2.620 0.955 0.225 0.24
H 2.064 1.035 1.911 0.26

=====

23
Properties=species:S:1:pos:R:3:nbo_charge:R:1 method="wB97M-V/def2-TZVPD" e_lumo_ev=-0.9 homo_ev=-8.3705 fmax_ha_per_bohr=0.1268
N 2.008 0.817 0.644 -0.37
N -0.148 -3.997 -1.330 -0.29
N 0.710 -0.471 -0.615 -0.25
N 0.811 0.694 0.055 0.03
C -2.823 -1.554 -1.278 -0.13
C -1.323 -1.722 -1.124 -0.22
C -0.785 -0.581 -0.508 0.15
C 2.330 2.208 1.104 -0.40
C 2.987 -0.264 1.087 -0.49
C -1.563 0.638 -0.166 -0.21
C -3.438 -0.317 -0.970 -0.23
C -0.748 -2.969 -1.338 0.27
C -2.866 0.803 -0.559 -0.20
H 1.646 2.805 2.745 0.15
H 2.187 -1.221 1.208 0.27
H -3.598 1.638 -0.484 0.23
H 4.023 2.096 1.208 0.24
H -3.438 -2.469 -1.729 0.23
H 3.671 0.054 2.418 0.24
H 4.119 -0.429 0.142 0.25
H -4.388 -0.273 -1.107 0.20
H 1.670 3.061 0.063 0.27
H -1.043 1.450 0.534 0.26

=====

26
Properties=species:S:1:pos:R:3:nbo_charge:R:1 method="wB97M-V/def2-TZVPD" e_lumo_ev=3.1 charge=-1 homo_ev=-5.2182 fmax_ha_per_bohr=0.1118 smiles="O=C(CCOS(=O)(=O)[O-])Nc1ccccc1"
S -2.456 1.887 0.316 2.47
O -3.794 2.012 -0.435 -1.00
O -1.366 2.385 -0.541 -1.00
O -2.179 0.294 0.773 -0.72
O -2.506 2.657 1.577 -1.00
O -0.747 -2.893 1.929 -0.55
N 0.375 -0.918 1.723 -0.67
C 1.813 -1.076 -0.388 -0.29
C 1.193 -0.322 0.708 0.17
C 2.300 1.741 -0.219 -0.19
C 1.446 1.134 0.802 -0.22
C 2.640 -0.478 -1.425 -0.22
C -1.265 -1.866 -0.161 -0.54
C 2.878 0.970 -1.332 -0.25
C -0.540 -1.926 1.222 0.71
C -2.096 -0.539 -0.395 -0.09
H 1.021 1.753 1.631 0.24
H -1.639 0.002 -1.263 0.21
H -0.088 -0.228 2.315 0.42
H 3.070 -1.086 -2.252 0.21
H -1.987 -2.730 -0.190 0.23
H 3.497 1.457 -2.115 0.21
H 2.517 2.832 -0.146 0.22
H -3.136 -0.840 -0.712 0.19
H -0.569 -2.041 -1.024 0.24
H 1.618 -2.181 -0.396 0.21

=====

21
Properties=species:S:1:pos:R:3:nbo_charge:R:1 method="wB97M-V/def2-TZVPD" e_lumo_ev=-4.7 charge=+1 homo_ev=-12.1229 fmax_ha_per_bohr=0.0924 smiles="C=[N+]=C[C@]12C=CC(C)=C[C@H]1S2"
S -0.702 1.338 1.316 0.17
N 1.701 0.215 2.603 -0.24
C -0.857 -0.112 -1.702 0.00
C -0.564 -1.448 0.326 -0.20
C 1.207 -0.654 1.896 0.24
C -1.053 -1.266 -0.891 -0.15
C -1.491 -0.297 -3.027 -0.67
C 0.169 -0.314 0.851 -0.16
C 0.412 0.974 -0.010 -0.31
C -0.067 0.941 -1.368 -0.18
C 1.873 1.186 3.360 0.12
H -1.619 -2.163 -1.139 0.24
H -0.852 0.130 -3.883 0.24
H -0.582 -2.221 0.981 0.22
H -2.320 0.467 -3.277 0.25
H 1.295 1.416 0.104 0.22
H 1.285 1.385 4.181 0.23
H 2.662 1.848 3.203 0.23
H 0.071 1.596 -2.142 0.24
H 1.395 -1.779 1.879 0.27
H -1.967 -1.242 -3.261 0.24

=====

30
Properties=species:S:1:pos:R:3:nbo_charge:R:1 method="wB97M-V/def2-TZVPD" e_lumo_ev="2.5 / 2.5" charge=-1 homo_ev="-3.4930 / -3.4092" fmax_ha_per_bohr=0.1172
Ti 0.235 0.408 0.374 1.02
S 2.391 -0.482 0.035 -0.60
S -0.037 -0.184 2.801 -0.58
P 1.862 0.107 2.049 1.55
O 0.171 2.165 0.086 -0.65
O -4.434 1.129 -0.142 -0.52
O -1.399 4.803 -0.005 -0.54
O -1.550 0.106 0.055 -0.68
O -4.245 4.055 0.007 -0.48
O 2.836 -0.964 2.784 -0.85
O 2.465 1.523 2.546 -0.83
C -3.413 1.767 -0.043 0.39
C 2.640 -1.389 4.136 -0.06
C -2.034 1.311 0.041 0.21
C -1.144 2.410 0.085 0.15
C -1.837 3.674 0.036 0.38
C 4.021 3.118 1.667 -0.62
C -3.318 3.295 0.003 0.40
C 3.167 -0.373 5.135 -0.64
C 3.864 1.807 2.408 -0.06
H 4.358 0.995 1.870 0.19
H 4.292 1.870 3.412 0.17
H 4.222 -0.166 4.945 0.20
H 3.569 3.040 0.679 0.23
H 2.603 0.557 5.052 0.22
H 5.080 3.362 1.564 0.20
H 1.579 -1.573 4.307 0.20
H 3.519 3.918 2.212 0.21
H 3.182 -2.332 4.217 0.18
H 3.055 -0.756 6.151 0.21

=====

21
Properties=species:S:1:pos:R:3:nbo_charge:R:1 method="wB97M-V/def2-TZVPD" e_lumo_ev="-1.8 / -0.2" homo_ev="-7.9551 / -9.1975" fmax_ha_per_bohr=0.0753
S -0.653 -1.869 -1.400 0.27
O 1.437 -2.386 1.404 -0.49
C -0.353 -0.921 1.968 0.06
C 1.634 -0.282 -0.850 -0.52
C 1.626 -0.041 0.626 -0.47
C 0.903 -1.301 1.395 0.47
C -0.901 0.486 -1.011 -0.31
C -1.387 -0.629 1.212 -0.32
C -1.596 -0.650 -0.363 -0.33
C 0.310 -0.374 -1.549 -0.03
C -0.772 1.754 -0.215 -0.63
H 0.112 2.383 -0.458 0.22
H 2.663 0.037 1.063 0.25
H 2.274 0.504 -1.232 0.23
H -1.582 2.421 -0.285 0.23
H -2.670 -0.520 -0.559 0.23
H 2.339 -1.166 -1.103 0.24
H 0.808 0.698 0.839 0.22
H -2.290 -0.424 1.711 0.23
H -0.489 1.538 0.815 0.21
H -1.415 0.743 -2.008 0.24

=====

45
Properties=species:S:1:pos:R:3:nbo_charge:R:1 method="wB97M-V/def2-TZVPD" e_lumo_ev=-0.4 homo_ev=-10.2130 fmax_ha_per_bohr=0.0267
Br -8.542 5.326 -3.687 0.09
Br -9.552 7.096 -1.245 0.09
Br 4.384 4.483 -0.781 0.09
Br -6.572 1.013 0.803 0.10
Br 4.950 -3.367 2.475 0.09
Br 2.719 -1.367 1.418 0.10
Br 0.327 3.502 2.008 0.09
Br 1.272 1.947 -0.599 0.10
Br -4.289 2.900 -0.370 0.08
Br -7.186 4.073 0.210 0.10
Br -4.252 2.259 3.723 0.09
Br 5.675 -1.187 0.265 0.09
Br -2.254 0.619 5.580 0.09
Br -2.567 3.762 5.971 0.09
Br -0.543 0.479 1.565 0.10
Br -10.623 4.128 -1.606 0.10
Br 2.880 5.984 1.581 0.09
Br 2.608 7.049 -1.402 0.09
S 1.768 -6.312 -0.885 2.60
F 2.156 -6.941 -2.230 -0.45
O 4.081 -3.853 -1.799 -0.50
O 2.110 -4.787 -1.181 -0.73
O 0.370 -6.424 -0.727 -0.87
O 2.670 -6.779 0.099 -0.89
O 2.657 -4.539 -3.357 -0.50
C 2.837 5.507 -0.278 -0.51
C 4.587 -1.603 1.796 -0.50
C -10.006 5.712 -2.500 -0.50
C -0.117 2.147 0.715 -0.51
C 4.974 -4.699 -1.037 -0.09
C -2.613 2.301 4.722 -0.51
C 2.981 -4.428 -2.237 0.99
C -6.177 2.527 -0.314 -0.50
C 5.457 -5.937 -1.802 -0.67
H -6.480 2.271 -1.318 0.23
H 6.543 -5.920 -1.878 0.23
H 5.199 -6.840 -1.255 0.23
H 5.055 -5.995 -2.811 0.23
H -1.817 2.467 4.009 0.22
H -1.004 2.479 0.196 0.22
H -10.821 6.080 -3.105 0.23
H 4.495 -5.013 -0.112 0.20
H 5.832 -4.092 -0.771 0.21
H 4.851 -0.902 2.573 0.23
H 1.974 4.871 -0.423 0.22

=====

26
Properties=species:S:1:pos:R:3:nbo_charge:R:1 method="wB97M-V/def2-TZVPD" e_lumo_ev=-4.3 charge=+1 homo_ev=-12.8353 fmax_ha_per_bohr=0.1030
Br -0.973 -1.101 2.856 0.19
Cl -0.870 4.119 -2.806 0.04
O 1.970 -1.023 0.297 -0.30
O -4.513 -0.837 1.968 -0.44
N 0.634 -0.981 -0.143 0.08
N -0.434 0.555 2.263 -0.93
C -0.137 -1.946 -0.080 0.03
C 2.483 -2.134 0.932 -0.31
C 1.243 0.782 -1.654 -0.18
C 0.292 0.224 -0.829 0.06
C -3.634 -0.415 1.459 0.44
C 0.908 2.019 -2.313 -0.20
C -0.297 2.588 -2.124 -0.01
C -1.265 1.898 -1.455 -0.19
C -0.940 0.723 -0.759 -0.23
H 2.295 0.560 -1.678 0.25
H 0.242 -2.884 0.313 0.24
H -2.342 2.212 -1.614 0.26
H 1.803 -2.384 1.864 0.19
H 1.701 2.379 -2.967 0.25
H -0.044 1.133 3.067 0.41
H -1.319 0.964 1.863 0.39
H 2.527 -3.057 0.445 0.20
H -1.125 -1.736 -0.180 0.24
H -1.746 0.237 -0.110 0.24
H 3.541 -1.897 1.384 0.27

=====

Number 1: calculated total energy -533.57046 hartree. Number 2: calculated total energy -533.46286 hartree. Number 3: calculated total energy -1702.06471 hartree. Number 4: calculated total energy -567.38441 hartree. Number 5: calculated total energy -1178.12737 hartree. Number 6: calculated total energy -801.48586 hartree. Number 7: calculated total energy -2863.00947 hartree. Number 8: calculated total energy -822.12769 hartree. Number 9: calculated total energy -47555.95617 hartree. Number 10: calculated total energy -3643.32119 hartree.